Record 1
A molecular structure, C41H60N3O7P3Ru in a non-equilibrium geometry, computed with wB97M-V/def2-TZVPD.

Geometry as XYZ:
```
115
Properties=species:S:1:pos:R:3:forces:R:3
Ru -0.08679 0.47840 -0.60555 0.345 -1.983 -1.249
C -4.85091 1.68346 1.60586 0.153 -0.290 -0.099
C -4.76630 0.17210 1.72240 -0.407 0.331 0.683
C -6.07994 -0.45128 2.16135 0.366 -0.022 -0.102
O -4.45919 -0.39937 0.41328 0.471 -0.283 -0.648
P -3.05919 -0.52095 -0.26184 -0.613 -0.593 0.164
O -2.10684 0.55821 0.15367 0.315 0.408 0.003
C -3.47008 -0.44859 -2.04199 1.032 -0.030 0.447
P -1.84573 -0.30930 -2.87302 -0.316 0.672 -1.255
O -0.77808 -1.08550 -2.18120 0.512 0.252 1.010
O -1.92614 -0.49983 -4.41442 -0.049 0.378 0.993
C -2.25462 -1.66890 -5.21815 -0.288 -0.654 -0.679
C -1.81328 -2.95452 -4.54707 0.142 0.331 -0.071
C -3.73673 -1.63548 -5.54479 0.346 0.202 0.005
O -1.40384 1.20949 -2.73812 -0.001 -0.176 0.247
C -2.19420 2.25564 -3.40487 -0.246 0.772 -0.280
C -1.38267 2.83911 -4.54585 -0.109 -0.337 0.188
C -2.57898 3.27967 -2.35450 0.038 -0.371 -0.112
O -2.31459 -1.87575 0.05667 -0.537 0.544 -0.005
C -2.82055 -3.23928 0.18339 -0.250 -0.835 0.184
C -3.03236 -3.54787 1.65495 0.228 0.198 -0.212
C -4.08327 -3.48556 -0.61771 0.222 0.112 -0.045
H -5.10496 2.10809 2.57324 -0.032 0.038 0.089
H -5.62583 1.96113 0.89668 -0.100 0.053 -0.067
H -3.89967 2.09711 1.27726 0.044 0.096 -0.030
H -3.95741 -0.10514 2.40649 -0.008 -0.090 -0.051
H -6.85204 -0.24057 1.42618 -0.086 0.031 -0.051
H -6.38612 -0.03347 3.11623 -0.014 0.048 0.081
H -5.98458 -1.52851 2.27439 -0.026 -0.085 -0.001
H -4.08074 0.43631 -2.22249 0.047 0.078 -0.028
H -4.03842 -1.32008 -2.35084 0.044 -0.183 -0.043
H -1.66799 -1.50325 -6.12785 -0.114 -0.012 0.189
H -2.44316 -3.18460 -3.68877 -0.112 -0.082 0.105
H -0.78186 -2.87968 -4.21189 0.107 -0.071 -0.023
H -1.88588 -3.76865 -5.26237 -0.072 -0.100 -0.015
H -4.33369 -1.96342 -4.69689 -0.124 -0.061 0.079
H -3.94035 -2.28688 -6.38905 -0.060 -0.130 -0.030
H -4.02943 -0.62590 -5.82396 -0.079 0.034 -0.069
H -3.08522 1.76835 -3.81540 0.038 0.060 0.049
H -0.52033 3.38287 -4.16930 0.096 0.075 0.047
H -2.00475 3.52413 -5.11665 -0.022 0.077 -0.020
H -1.04824 2.04618 -5.21009 0.035 -0.006 -0.098
H -1.68373 3.74769 -1.94968 0.081 0.095 0.032
H -3.12981 2.81182 -1.53974 -0.077 0.007 0.085
H -3.20297 4.04761 -2.80262 -0.030 0.092 -0.020
H -1.99959 -3.85470 -0.20527 -0.172 0.189 0.053
H -3.80119 -2.90034 2.06984 -0.141 0.062 0.096
H -2.10819 -3.41406 2.21298 0.079 0.007 0.101
H -3.35173 -4.58064 1.77286 -0.011 -0.047 0.007
H -4.83664 -2.73798 -0.37861 -0.182 -0.037 -0.001
H -4.48363 -4.46263 -0.35490 -0.008 -0.017 -0.043
H -3.88299 -3.48641 -1.68639 -0.052 0.005 -0.138
N 1.66909 0.32301 -1.78037 -0.648 0.198 -0.379
C 2.77351 -0.43903 -1.24888 0.500 -0.244 0.201
C 4.02514 -0.32295 -1.83649 -0.201 -0.128 0.073
C 5.07678 -1.09929 -1.37782 -0.243 -0.054 0.015
C 4.88157 -1.97908 -0.32525 0.026 -0.062 0.049
C 3.63390 -2.10264 0.26205 0.053 0.106 -0.106
C 2.56464 -1.32908 -0.18891 -0.376 -0.038 0.053
P 0.86352 -1.57012 0.45301 1.249 1.931 0.061
C 0.83555 -3.33819 0.84138 -0.925 0.237 -0.308
C 0.73479 -4.24280 -0.21706 0.009 0.228 0.019
C 0.81459 -5.59798 0.04041 0.039 -0.017 -0.022
C 0.98769 -6.04571 1.34404 -0.068 0.065 0.021
C 1.04043 -5.14338 2.39806 0.051 -0.125 0.044
C 0.95899 -3.78425 2.15678 0.034 0.275 -0.165
C 0.72333 -0.65702 2.01237 0.006 0.346 0.195
C -0.59210 -0.41529 2.50381 -0.553 -0.251 0.632
C -0.84545 0.58029 3.38423 0.591 -0.181 0.140
C 0.22870 1.53536 3.78387 0.040 -1.598 0.426
C 1.58250 0.94140 3.59271 -0.658 0.296 -0.093
C 1.80531 -0.04182 2.68851 0.090 -0.428 -0.203
H 1.24117 -0.22265 -2.54781 0.277 0.293 0.210
H 2.01606 1.19251 -2.20735 -0.170 -0.367 0.240
H 4.17195 0.34983 -2.67022 0.001 0.080 -0.076
H 6.03956 -1.02507 -1.85332 0.193 0.012 -0.057
H 5.70104 -2.58452 0.02221 0.133 -0.099 0.095
H 3.48625 -2.80541 1.06962 -0.005 -0.112 0.028
H 0.61346 -3.87185 -1.22752 -0.013 -0.073 -0.072
H 0.74293 -6.30559 -0.77142 0.044 -0.060 -0.061
H 1.08050 -7.10306 1.53560 -0.040 -0.110 0.052
H 1.15235 -5.49565 3.41213 0.043 -0.057 0.066
H 1.03134 -3.07817 2.97310 -0.041 -0.015 0.101
H -1.38222 -1.07342 2.16892 -0.092 0.086 -0.038
H -1.83169 0.74393 3.78836 -0.244 0.075 -0.120
H 0.10467 1.86224 4.81885 0.020 0.118 -0.051
H 2.39700 1.34357 4.17182 0.242 0.222 -0.012
H 2.80775 -0.39699 2.50035 0.148 0.031 -0.043
C 5.53356 1.63024 0.49135 -0.029 0.431 -0.314
C 5.05070 3.08395 0.47063 0.177 -0.605 -0.183
N 4.85696 3.56147 1.81058 -1.531 0.027 0.222
C 6.04569 3.96643 2.52462 0.648 0.894 0.676
C 6.25405 5.48880 2.51086 -0.173 -0.465 -0.032
C 3.67686 3.74109 2.47854 1.634 0.057 -0.539
O 3.71032 4.27884 3.56913 -0.546 0.011 0.503
C 2.32497 3.23261 2.00893 -0.623 0.129 -0.006
C 1.32089 3.59990 2.87684 0.222 0.230 -0.280
C 0.04136 2.86859 2.87920 0.035 0.569 -1.070
C -0.26966 2.44756 1.48317 0.093 0.666 0.434
N 0.67331 2.10445 0.64215 -0.567 -1.050 0.046
C 1.97507 2.35210 0.95043 0.408 0.363 0.439
H 5.72972 1.29905 -0.52105 0.063 -0.107 -0.120
H 4.79965 0.97038 0.95127 -0.139 -0.125 0.046
H 6.46226 1.54706 1.04737 0.065 -0.021 0.121
H 4.13058 3.19722 -0.10362 0.117 0.110 -0.078
H 5.81894 3.70123 -0.00585 -0.215 0.043 -0.024
H 6.90738 3.48271 2.06395 -0.089 -0.153 0.105
H 5.94752 3.66063 3.57206 0.130 -0.174 -0.284
H 6.43364 5.84778 1.50082 0.011 0.105 -0.097
H 7.11352 5.73369 3.12719 0.095 0.090 0.019
H 5.37365 5.97138 2.92779 0.073 0.121 -0.020
H 1.52169 4.32453 3.65361 0.145 -0.053 0.062
H -0.77969 3.43660 3.31928 0.051 -0.149 0.008
H -1.29697 2.40161 1.14797 -0.012 -0.282 0.030
H 2.70491 1.86066 0.32708 0.037 0.007 -0.030
```
Forces are in eV/Å.

Properties
LUMO level (spin up / spin down): -10.0 / -10.0 eV
Total charge: +3
Kohn-Sham gap (spin up / spin down): 5.2322 / 5.2986 eV
HOMO energy (spin up / spin down): -15.27 / -15.32 eV
Energy above the lowest of the compared OMol25 structures with the same formula, charge and spin: 117.6 kcal per mole
Spin multiplicity: 2

Record 2
12 unconnected molecules or ions with the total composition C41H61BBr2N11O3 in a non-equilibrium geometry, computed with wB97M-V/def2-TZVPD.

Geometry as XYZ:
```
119
Properties=species:S:1:pos:R:3:forces:R:3
C 3.16249 2.70135 0.69389 -0.059 0.096 -0.296
C 2.55620 1.39027 0.17889 0.196 0.530 0.049
C 1.56142 1.60728 -0.95345 -0.129 0.234 -0.041
C 2.25492 2.03542 -2.25702 -0.244 0.139 0.417
C 0.60091 0.41596 -1.15788 0.271 -0.366 -0.138
O 1.15798 -0.84378 -0.84118 0.356 -0.108 0.099
B 0.53680 -1.42545 0.34474 -0.559 0.679 0.686
C 1.50730 -1.85632 1.62339 -0.023 -0.075 -0.303
C 2.92815 -2.19108 1.28721 -0.032 -0.074 0.041
C 3.25774 -3.40573 0.69038 -0.136 -0.012 0.033
C 4.55970 -3.71514 0.33284 -0.051 -0.050 -0.070
C 5.59736 -2.82218 0.56379 0.071 -0.142 0.010
C 7.01227 -3.13291 0.14889 -0.066 0.192 -0.266
C 5.28316 -1.62335 1.19108 0.196 0.000 -0.018
C 3.98191 -1.31707 1.54659 -0.031 0.124 0.093
C -0.46692 -2.73391 0.01527 0.605 0.028 -0.620
Br -1.90370 -2.84967 1.28634 -0.202 -0.350 0.191
C -0.43278 -3.71221 -0.89080 -0.264 0.535 0.510
C -1.38094 -4.86080 -0.99755 -0.049 -0.409 -0.230
Br 0.97526 -3.66087 -2.16544 0.105 -0.195 -0.281
O -0.35505 -0.28725 0.83752 -0.205 -0.264 -0.027
C -0.65495 0.50042 -0.27407 0.010 0.130 -0.421
C -1.90090 0.03570 -1.03436 -0.266 -0.112 -0.035
O -2.07181 0.83047 -2.20656 0.036 0.321 -0.033
C -2.11004 0.10595 -3.40725 -0.006 -0.353 -0.142
H 3.53471 3.32250 -0.12647 0.018 -0.060 0.024
H 4.01543 2.51798 1.35041 -0.102 -0.004 0.112
H 2.41423 3.29657 1.22590 0.060 -0.036 0.066
H 2.04929 0.90082 1.01084 0.101 -0.253 -0.089
H 3.37351 0.76802 -0.18924 -0.180 -0.296 0.140
H 0.92347 2.45377 -0.65783 -0.036 -0.027 -0.039
H 3.15849 1.44766 -2.42597 -0.027 -0.005 -0.170
H 2.51090 3.09615 -2.19133 0.246 -0.058 -0.100
H 1.56235 1.92787 -3.09479 0.122 -0.073 -0.096
H 0.37439 0.38776 -2.22890 -0.339 0.114 0.054
H 1.04844 -2.72845 2.10320 0.029 0.058 0.104
H 1.47588 -1.03853 2.34808 0.012 0.026 -0.008
H 2.46539 -4.11966 0.49644 -0.005 -0.019 -0.049
H 4.75703 -4.66672 -0.15025 0.071 0.002 0.001
H 7.69551 -3.16729 0.99943 -0.011 -0.101 0.016
H 7.38360 -2.35878 -0.52962 0.026 -0.016 0.056
H 7.05851 -4.07511 -0.39979 0.050 -0.044 0.145
H 6.08465 -0.92047 1.39805 -0.058 0.064 0.015
H 3.77902 -0.37078 2.03580 -0.028 -0.027 -0.013
H -1.20352 -5.55030 -0.16693 -0.193 0.052 0.026
H -1.26120 -5.44209 -1.91138 0.181 0.156 -0.036
H -2.41358 -4.51026 -0.96296 0.020 -0.024 0.151
H -0.86173 1.53797 0.02363 0.133 -0.023 0.129
H -1.84890 -1.02682 -1.28773 0.180 0.018 -0.047
H -2.79952 0.17925 -0.42697 0.041 -0.068 0.132
H -3.01634 -0.51176 -3.46993 -0.034 0.045 -0.043
H -2.09978 0.81031 -4.23921 -0.080 0.069 0.069
H -1.25322 -0.57025 -3.52524 0.034 0.083 0.133
C -3.46089 0.13656 2.36537 0.081 0.073 0.046
C -4.04360 1.34622 1.80155 0.034 -0.140 0.079
N -4.51526 2.29370 1.35738 -0.103 0.179 -0.101
H -2.56431 -0.14679 1.81249 0.083 0.010 0.013
H -3.19001 0.31438 3.40461 -0.002 -0.015 0.031
H -4.18337 -0.67608 2.31292 0.009 -0.012 -0.016
C -0.91252 -8.53739 1.31160 0.004 -0.005 0.066
C -0.21698 -8.23102 0.07031 -0.075 0.097 0.022
N 0.30658 -7.95304 -0.91047 0.107 -0.141 -0.127
H -1.51285 -9.43666 1.18811 -0.004 0.001 0.011
H -0.19075 -8.69403 2.11085 -0.008 0.002 0.010
H -1.56210 -7.70519 1.57896 0.006 0.009 -0.002
C 1.86008 -8.29450 -3.76179 -0.020 0.012 -0.001
C 2.52379 -7.95878 -5.01407 -0.095 0.002 0.142
N 3.03983 -7.69518 -6.00265 0.155 -0.011 -0.254
H 1.28924 -9.21259 -3.88758 -0.016 0.004 0.033
H 2.59765 -8.43929 -2.97585 -0.018 0.025 0.027
H 1.18626 -7.49688 -3.45760 0.032 0.018 0.022
C -5.67053 2.75859 5.53428 -0.201 -0.084 0.149
C -4.49990 1.90976 5.69194 -0.074 0.134 -0.149
N -3.56417 1.25804 5.81501 0.150 -0.129 0.129
H -5.99773 2.77526 4.49673 0.093 0.008 -0.030
H -6.47747 2.38287 6.16328 -0.016 -0.002 -0.031
H -5.42454 3.76985 5.84134 -0.063 0.058 -0.039
C -5.11512 2.57504 9.44459 0.042 -0.032 0.003
C -5.67357 3.81676 8.92505 0.096 -0.174 0.021
N -6.10747 4.78511 8.49300 -0.100 0.206 -0.045
H -4.26926 2.26591 8.83166 -0.006 -0.012 -0.008
H -4.78147 2.71909 10.47032 0.005 -0.010 0.000
H -5.87102 1.79231 9.42234 0.004 -0.008 0.005
C -0.81330 5.03856 -1.81640 -0.038 -0.013 0.016
C 0.49163 5.68546 -1.77475 -0.113 -0.243 0.034
N 1.53612 6.15428 -1.73577 0.245 0.188 -0.073
H -0.99472 4.51614 -0.87851 -0.002 -0.009 -0.001
H -1.59282 5.78241 -1.96962 -0.009 -0.012 -0.001
H -0.84022 4.31407 -2.62876 -0.005 -0.018 0.013
C 5.22784 -8.42827 -8.69158 -0.035 0.022 0.037
C 5.88604 -8.10341 -9.95004 -0.080 -0.022 0.144
N 6.40318 -7.84792 -10.94021 0.108 0.031 -0.203
H 4.65632 -9.34771 -8.80073 -0.013 0.002 0.018
H 5.97149 -8.56344 -7.90898 -0.012 0.005 0.017
H 4.55151 -7.62965 -8.39381 -0.006 -0.020 0.034
C -1.96027 5.79083 4.80930 0.090 0.012 0.042
C -3.36690 5.54820 4.53140 0.174 -0.100 -0.040
N -4.46788 5.35259 4.27858 -0.208 0.157 -0.053
H -1.50266 6.21485 3.91818 0.105 0.000 0.052
H -1.86779 6.49645 5.63330 0.036 0.005 -0.009
H -1.45417 4.86335 5.07144 -0.071 -0.032 -0.007
C 4.74385 5.39843 -3.38567 -0.071 0.036 0.024
C 5.60375 4.57669 -2.54454 -0.086 0.107 -0.085
N 6.29663 3.94574 -1.88539 0.151 -0.128 0.124
H 5.35916 6.04313 -4.01105 -0.018 0.004 -0.014
H 4.12821 4.76343 -4.02005 -0.009 -0.010 0.010
H 4.08946 6.00984 -2.76513 -0.036 -0.037 -0.002
C -5.55711 2.53846 -2.78674 0.064 -0.034 0.069
C -5.15230 2.87788 -4.14430 0.005 -0.055 0.154
N -4.83124 3.15373 -5.20928 0.042 0.062 -0.218
H -6.29092 1.73519 -2.80977 -0.006 0.001 0.010
H -4.69172 2.21179 -2.20918 0.011 0.007 -0.010
H -5.99774 3.41259 -2.31136 0.003 -0.028 0.057
C -3.99704 8.51005 2.22203 -0.056 0.036 -0.028
C -2.58373 8.15884 2.21675 -0.181 -0.068 -0.029
N -1.48203 7.84265 2.21792 0.182 0.049 -0.012
H -4.27252 8.91830 3.19241 -0.013 -0.006 0.001
H -4.19715 9.25120 1.45052 -0.007 0.002 0.004
H -4.59296 7.61870 2.03355 0.004 -0.010 0.024
```
Forces are in eV/Å.

Properties
LUMO level: 1.8 eV
Total charge: -1
Kohn-Sham gap: 6.8676 eV
HOMO energy: -5.09 eV
Spin multiplicity: 1